One molecule with the formula C5H6O. Source: the Open Molecules 2025 dataset; level of theory: ωB97M-V with the def2-TZVPD basis set.

For the total energy, the calculation gives -7327.945 eV. The calculation puts the HOMO-LUMO gap at 9.843 eV. Its energy above the lowest of the compared OMol25 structures with the same formula, charge and spin is 1.340 eV. As for the spin multiplicity: 1.

Each line ends with the Mulliken charge.
Atoms and positions in Å:
C1 0.845 -0.439 1.458  -1.154
C2 0.155 -0.138 0.154  0.842
C3 -0.368 1.147 -0.211  -0.543
C4 -0.923 1.010 -1.455  -0.105
O1 -0.692 -0.242 -1.911  -0.316
C5 -0.070 -0.931 -0.908  -0.591
H1 1.016 -1.510 1.598  0.315
H2 0.311 -0.086 2.352  0.297
H3 1.823 0.054 1.472  0.275
H4 -0.847 1.397 0.712  0.202
H5 -1.423 1.693 -2.143  0.367
H6 0.174 -1.956 -1.118  0.411